Record 1
Formula: C11H14Cl2N
Source: the OMol25 dataset
Level of theory: the ωB97M-V functional and the def2-TZVPD basis

XYZ file:
```
28
Properties=species:S:1:pos:R:3:forces:R:3
H 1.260809 -1.283810 1.052555 1.4 0.9 -2.0
H -0.161777 1.435701 1.005734 0.3 -0.4 -1.2
C -4.053993 1.216128 0.178890 -3.5 1.5 0.3
C 2.578835 -1.423072 -0.648520 -0.3 -0.7 -2.8
H 2.493189 1.282035 0.048619 -0.4 -1.1 0.6
H 3.277314 0.018385 0.992682 0.6 0.3 1.0
H 1.677445 0.818825 1.627593 1.5 -0.6 -1.0
C -2.788364 1.680220 0.056411 1.3 -3.0 -1.3
C -2.043142 -0.638780 -0.120931 0.4 0.4 0.8
H -5.340085 -0.502735 0.483546 0.2 0.3 -0.4
H 2.059074 -2.127584 -1.357588 0.4 0.6 1.0
H -4.920928 1.970949 0.315495 1.6 -1.4 -0.1
C 2.313818 0.424209 0.766575 0.0 3.0 0.8
Cl -0.489084 -2.025450 1.713402 -0.1 0.1 0.4
H 3.336310 -1.952425 -0.073367 -0.1 0.2 0.1
H -2.434173 2.635170 0.111981 0.1 2.7 0.2
H 0.145670 1.707922 -0.827142 -0.5 0.3 0.7
C -0.809992 -1.453745 0.081881 0.9 1.0 -2.2
C 0.289700 -0.326307 -0.398109 -0.6 -1.7 1.6
C -0.271874 1.048999 -0.044753 -1.3 -0.5 -0.3
H 2.997338 -0.626700 -1.283325 0.5 -0.6 0.1
Cl -0.786506 -2.910357 -1.024182 0.2 0.7 0.5
N 1.645338 -0.683724 0.166615 -3.5 -1.7 2.6
C -4.352975 -0.141996 0.193698 0.5 -0.8 0.7
C -3.308116 -1.072378 0.127257 -1.8 -1.5 0.8
H -3.461991 -2.143695 0.449610 -0.1 1.2 -0.8
H 0.229929 -0.425675 -1.452504 0.6 -0.1 -1.1
C -1.804509 0.723467 -0.196033 1.8 0.8 1.0
```
Positions in Å, forces in eV/Å.

LUMO level	-2.7	eV
2S+1	1
DFT total energy	-38161.4573	eV
total charge	+1
SMILES	C[NH+](C)[C@@H]1Cc2ccccc2C1(Cl)Cl

Löwdin atomic charge list, values in e, 5 entries:
1. H 0.11
2. H 0.14
3. C -0.06
4. C -0.01
5. H 0.14



Record 2
Formula: C4H16NO3
Source: the OMol25 dataset
Level of theory: the ωB97M-V functional and the def2-TZVPD basis

XYZ file:
```
24
Properties=species:S:1:pos:R:3:forces:R:3
C 1.568135 -0.582328 0.224245 1.5 0.3 -0.5
H -0.297098 3.527879 0.611044 0.2 -0.7 -1.2
H 1.658426 -1.276740 -0.642009 -0.6 0.2 0.1
H 2.549448 -0.922376 1.870962 0.8 0.1 0.7
H -0.327611 0.264040 -1.623500 0.1 0.2 0.8
H 1.011099 3.932628 0.118245 -0.3 -0.8 -1.0
H 1.174508 -3.398841 -0.809378 -1.3 0.2 -0.4
H -2.108881 1.771173 0.568401 0.9 -0.4 -0.4
H -1.890204 -1.038791 0.403280 1.3 0.1 0.3
H 2.292853 0.297278 -0.048019 -1.3 -1.5 1.1
O 0.301695 3.284236 -0.152520 0.5 2.5 2.4
H -0.646746 -2.185400 0.116659 0.3 1.1 0.3
C -0.353417 0.820473 -0.632973 1.4 -0.6 -1.6
C 0.094889 -0.108773 0.446427 -1.1 0.2 1.4
O 1.821391 -1.323305 1.391005 -0.2 0.8 -1.3
O 0.272296 -3.059887 -1.062111 2.0 0.8 1.4
C -1.715254 1.441866 -0.429472 0.3 2.0 0.7
H -0.852571 -1.455851 1.678293 -0.4 -0.3 -1.0
H -0.142965 -3.792748 -1.471584 -0.8 -1.3 -0.9
H -2.443862 0.757366 -0.778224 -0.9 -0.9 -0.6
H 0.493636 1.588106 -0.867081 -1.4 -0.5 0.5
H 0.158178 0.375560 1.478804 -0.4 -0.2 -1.4
H -1.728734 2.349980 -1.039085 -0.3 -0.3 -0.1
N -0.889210 -1.265548 0.648592 0.0 -1.0 0.7
```
Positions in Å, forces in eV/Å.

LUMO level (spin up / spin down)	-6.7 / -14.1	eV
2S+1	2
DFT total energy	-12018.7842	eV
total charge	+2

Löwdin atomic charge list, values in e, 5 entries:
1. C -0.12
2. H 0.11
3. H 0.16
4. H 0.16
5. H 0.18



Record 3
Formula: C3H2FNO
Source: the OMol25 dataset
Level of theory: the ωB97M-V functional and the def2-TZVPD basis

XYZ file:
```
8
Properties=species:S:1:pos:R:3:forces:R:3
O 0.940678 0.277516 0.637711 0.3 -0.6 2.0
C -0.040427 1.067345 0.021609 3.5 0.2 0.3
N -0.449993 -1.145628 -0.267471 -3.2 -0.4 -2.3
H -1.722707 0.473303 -1.147041 2.0 -1.0 0.5
C -0.732002 0.170627 -0.631292 -5.9 0.4 -1.8
F 1.337040 -1.980352 0.900796 -1.2 1.4 0.1
H 0.182792 2.153409 -0.017389 -0.6 -1.2 0.2
C 0.484619 -1.016219 0.503077 5.1 1.3 1.0
```
Positions in Å, forces in eV/Å.

LUMO level	0.8	eV
2S+1	1
DFT total energy	-9396.8300	eV

Löwdin atomic charge list, values in e, 5 entries:
1. O 0.06
2. C -0.07
3. N 0.17
4. H 0.14
5. C -0.15



Record 4
Formula: C3H5NO
Source: the OMol25 dataset
Level of theory: the ωB97M-V functional and the def2-TZVPD basis

XYZ file:
```
10
Properties=species:S:1:pos:R:3:forces:R:3
C 0.342905 1.051410 0.036714 0.0 3.3 1.1
O -1.854561 -0.051034 -0.031091 -0.6 -0.5 -0.3
H 1.983853 0.185297 -0.807094 -0.9 -0.8 2.0
C -0.671465 -0.047492 -0.091606 0.6 -0.1 0.2
N 1.431591 0.054368 0.102578 2.1 2.0 -1.3
H 0.429233 1.956856 -0.683076 -0.1 -1.8 0.7
H 0.150325 1.583533 1.050762 0.4 -0.9 -1.3
H 0.729163 -1.649649 -0.821330 -0.2 -0.8 -0.8
C 0.528983 -1.049389 0.033951 -2.3 -1.8 0.7
H 0.320248 -1.775522 0.917065 1.0 1.4 -1.0
```
Positions in Å, forces in eV/Å.

LUMO level	0.9	eV
2S+1	1
DFT total energy	-6727.6710	eV
SMILES	O=C1CNC1

Löwdin atomic charge list, values in e, 5 entries:
1. C -0.15
2. O 0.11
3. H 0.14
4. C -0.39
5. N -0.08



Record 5
Formula: H30O15
Source: the OMol25 dataset
Level of theory: the ωB97M-V functional and the def2-TZVPD basis

XYZ file:
```
45
Properties=species:S:1:pos:R:3:forces:R:3
O 2.361649 -1.782250 3.466778 1.2 0.0 0.8
H 2.339284 4.270643 1.514699 0.1 -0.1 0.1
O -3.151628 1.858669 -2.219416 0.0 -0.4 0.1
H 2.676515 -0.049045 1.585606 0.2 -0.1 0.0
O 1.477833 1.016840 -1.545524 0.8 0.3 -0.7
O -1.112530 2.304796 -4.677368 0.3 0.1 -0.2
H -3.670610 1.079269 -2.447853 -0.2 0.2 0.0
H 1.260992 -0.585584 1.721496 0.0 0.3 0.0
H 0.744083 2.953062 4.381082 -0.1 -0.1 0.0
O -0.373808 -3.726819 -2.891081 0.0 -0.3 -0.5
H 0.674928 -4.507060 -0.465034 0.1 0.1 0.1
H -2.748781 0.741320 1.302913 -0.5 -0.2 0.5
O -0.101204 2.492993 4.434137 0.1 0.2 0.0
H -1.198491 -1.268053 -2.923958 0.2 -0.2 0.0
H 2.234959 0.457515 -1.338387 -0.1 0.0 0.1
H 0.834998 3.285866 -0.822254 -0.6 -0.5 0.1
H -1.389458 1.414147 1.205024 -0.2 -0.6 0.3
H 0.343919 -2.187850 1.973440 -0.3 0.0 0.3
O 1.769417 0.232788 1.749111 1.4 -0.4 0.8
H 0.426948 -3.558312 -2.381783 -0.2 0.3 0.1
H -0.972024 1.353917 -4.606126 -0.1 -0.1 0.2
O -0.057517 0.787659 0.469254 3.3 0.3 -2.8
H 1.830786 1.671824 -2.158230 0.0 -0.2 -0.2
H 0.296560 -0.081266 0.248828 -0.3 0.6 -0.3
H 0.175488 3.520562 0.526822 -0.1 -0.2 -0.4
O 0.761438 -3.549526 -0.533133 0.8 -0.1 0.4
H -0.127177 1.235223 -0.381525 0.3 -0.1 0.0
H 1.127494 -3.106451 2.896600 -0.1 0.2 -0.2
H -1.573282 -4.595098 -0.352201 -0.1 0.2 -0.1
O -1.804408 0.559256 1.366163 -4.5 0.2 1.8
H 1.863386 -2.033403 4.252683 0.1 0.2 0.1
H 2.067616 -0.883568 3.279948 0.0 0.3 0.1
H -0.718193 3.083818 3.987773 0.0 -0.1 0.0
O -0.024415 3.434959 -0.412168 -1.7 -0.1 -1.5
O 1.714976 3.895642 0.883348 2.4 0.8 1.4
O -1.973504 -3.724986 -0.243966 -0.3 -0.2 0.3
H -2.462430 -3.793078 0.583866 0.0 0.1 0.0
H 1.906799 4.359160 0.060338 0.0 0.2 0.3
H -0.327703 -4.667461 -3.096158 -0.1 0.2 -0.2
H -1.901137 0.049052 -2.638364 0.2 0.3 -0.1
O 0.247528 -2.738096 2.758887 -1.1 -0.9 -0.7
O -1.087916 -0.314164 -3.006788 -0.2 -0.2 -0.1
H -0.238473 2.682803 -4.528618 -0.2 0.0 0.0
H -2.784398 1.650206 -1.353001 0.1 0.2 0.1
H 0.661490 -3.239916 0.374138 -0.2 -0.2 -0.1
```
Positions in Å, forces in eV/Å.

LUMO level	-0.2	eV
2S+1	1
DFT total energy	-31194.9891	eV

Löwdin atomic charge list, values in e, 5 entries:
1. O -0.08
2. H 0.07
3. O -0.04
4. H 0.07
5. O -0.04



Record 6
Formula: H80O40
Source: the OMol25 dataset
Level of theory: the ωB97M-V functional and the def2-TZVPD basis

XYZ file:
```
120
Properties=species:S:1:pos:R:3:forces:R:3
O -0.128732 0.505381 4.814774 0.2 -0.2 0.7
H -2.617927 -4.244849 4.964796 -0.2 -0.1 -0.7
O -3.350550 -5.071621 -1.008808 -1.0 0.6 -1.2
O 1.792035 -4.329131 -0.896071 -1.8 0.8 0.2
H -1.215845 2.985264 1.761738 -0.7 -0.5 -0.9
O 2.638368 -3.668508 -3.616129 -0.6 0.9 1.0
H 3.906283 4.058536 2.266982 0.1 0.1 0.2
H -2.505635 -4.333368 -4.492315 -0.3 0.1 0.2
O -0.584251 1.722653 -3.226946 0.9 -0.1 0.5
H 0.751498 1.417975 0.301376 -0.9 -0.5 -0.9
O 5.310736 3.359167 1.168732 1.2 -0.7 1.3
H -3.851389 -4.591176 -1.713568 0.9 -1.0 -0.2
H 4.671066 0.899998 -0.980304 0.1 0.6 -0.3
H 2.001924 -1.295320 1.398317 -0.4 1.8 0.6
H -3.746240 0.918189 1.333597 -0.5 -0.3 -1.3
H 4.066658 2.040118 -1.703071 0.4 0.0 0.6
H 2.001839 -5.183708 -0.513998 0.2 0.3 0.2
H 0.894737 -5.561948 0.699632 -0.5 0.0 0.9
H -5.492606 -1.512158 1.949401 -1.2 1.8 -1.2
H 5.539957 -0.308252 2.599888 0.3 -0.1 0.0
H -0.403852 0.704140 -0.535719 -0.7 0.4 0.4
O 1.430362 2.628574 -5.297091 0.4 0.5 0.6
H -5.783124 -1.602669 3.203950 -1.8 2.2 0.0
O 4.684730 -0.626841 2.899761 -0.1 0.3 -0.1
H 5.559005 2.912478 2.016358 -0.2 0.6 -0.9
O -1.518410 -1.016820 2.030338 0.4 0.9 0.0
O 4.738928 1.871900 -1.018410 -0.8 -0.7 -0.9
O -2.675800 -3.764562 4.122184 0.1 0.2 -0.2
O 6.248939 0.858113 0.801534 -0.1 -0.7 0.4
H -1.814889 -1.758969 2.530495 -0.5 -0.9 0.8
H -0.960677 -2.541006 -2.739602 -0.6 0.0 -0.1
H 1.448688 -1.757357 -4.208317 0.0 -0.1 -0.3
O -3.330292 2.834080 -3.689038 -0.4 -0.4 1.6
H 3.535524 -0.142755 -3.287387 0.1 0.3 -0.6
H -1.095455 3.908765 3.048376 -0.6 -0.6 1.4
O 0.809265 -1.484170 -0.918049 0.6 2.2 1.6
H 1.382543 3.212187 -4.513343 -0.1 -0.3 -0.5
O 0.460263 1.103487 -0.594149 1.3 0.4 0.4
H 1.361540 1.727617 4.055217 0.2 1.0 -0.3
O -3.900415 0.921481 3.799397 0.8 -1.1 0.7
O -3.298616 -3.896753 -4.142990 0.6 1.8 -0.4
O -6.135409 -0.951224 2.486867 2.9 -3.9 1.0
H 1.687272 5.093708 1.697004 -0.1 0.2 -0.4
H -3.777557 3.330354 -0.203971 0.7 -0.2 -1.4
H 3.066371 3.942703 1.075297 -0.2 -0.3 0.6
O 2.977518 3.942998 2.051886 -0.2 -0.1 -0.5
H 0.255479 4.912490 1.229934 0.3 0.1 -0.4
H 4.453140 -3.258523 3.474199 -0.2 0.0 -0.1
H -1.093499 -0.126689 -4.472355 0.1 0.6 0.3
H 0.794649 0.711013 5.022290 -0.5 -0.7 0.4
H -4.734085 -0.432882 -2.976363 0.4 -0.1 0.7
H 4.114079 0.148833 2.775409 -0.3 -0.4 0.2
O -4.124097 -1.839926 -1.089313 -0.8 -1.1 -0.7
H -5.475022 1.151400 2.421183 0.1 0.4 -0.7
H -3.547703 0.305253 -2.207411 -0.6 -0.6 -0.2
H 0.652122 -2.091434 3.049688 0.6 0.9 -0.8
H -1.508376 1.730635 -3.011920 -1.1 0.2 -0.3
H 1.667434 -1.133864 -1.236995 -0.4 -0.7 -0.3
H 0.679055 -0.632128 -0.319585 0.2 -2.2 -1.3
O 1.999138 1.403421 3.419771 0.3 0.0 0.1
O -3.141236 3.262280 -0.960105 -0.1 0.2 1.7
O -1.356027 3.754917 3.997262 1.7 1.0 -0.9
O -5.274007 1.887542 1.795097 -0.3 0.0 0.8
H -2.451484 0.039315 -5.276339 -0.4 1.0 0.1
O -1.475454 -2.674604 -1.922898 0.2 0.0 -0.7
H 0.537614 2.290424 -5.360674 -0.4 -0.1 0.1
H -0.807190 3.058306 0.185634 0.1 -0.8 2.4
O 0.768972 -5.515937 1.667608 -1.6 -1.5 -0.3
H 1.717422 -3.827858 -3.370846 -0.2 -0.6 -0.5
H 4.023213 -0.977781 -2.211301 0.4 -0.8 -0.2
H -3.211777 3.585846 3.339983 1.3 -0.5 -1.1
O 1.003448 -2.724187 2.393411 -1.1 0.3 1.5
H -3.092781 -2.917414 -4.271856 -0.3 -1.8 0.2
H 0.652490 -3.446345 2.924797 0.5 -1.5 -0.8
H -1.066776 -1.418652 1.292595 0.5 -0.2 -0.4
O 0.535394 -1.568063 -4.470958 0.4 0.0 0.4
H 1.400079 -0.166940 2.370748 0.0 0.0 0.7
H 2.991736 2.325362 -3.030516 -1.6 -1.1 -0.5
H 2.851647 -3.091170 -2.851323 0.9 -0.3 -1.1
H -1.089917 4.624672 4.299850 0.1 0.3 0.9
H -0.229539 0.768679 3.903826 -0.3 0.1 -0.6
H -3.927175 3.034635 2.227279 0.5 -0.7 -0.9
H -2.577146 0.131874 1.125716 0.3 -0.6 -0.5
O 4.109249 -4.159115 3.400356 0.1 0.0 -0.1
O -1.810302 -0.557938 -4.931835 0.1 -1.7 -0.3
H 5.812625 2.794115 0.552731 -0.5 0.3 -0.1
H 1.570833 3.201684 -1.252582 0.1 -0.8 0.4
H -0.012856 -6.139384 1.828544 1.7 1.3 -0.4
H 4.115452 -2.917480 -0.354251 0.2 -1.1 0.5
H -0.194489 1.953409 -2.361750 0.3 -0.1 -0.5
H -3.635051 -4.466258 -0.337332 0.1 0.3 1.3
H -3.856090 1.099965 4.733850 -0.7 0.9 0.8
H -3.165926 0.290919 3.855748 0.1 -0.2 -1.1
O -4.174858 0.349700 -2.946594 0.0 0.9 -0.4
H 1.294146 4.705876 -1.117527 0.0 -0.6 -0.3
H 2.234098 2.140022 2.835727 0.0 0.3 0.0
O 2.398114 1.596276 -2.707941 1.5 0.4 0.5
O 3.466108 -2.550788 -0.926073 -0.9 2.2 -1.4
H -3.753316 -1.264434 -0.434909 0.5 0.8 0.7
O -3.379036 0.329517 0.618374 0.1 0.8 1.4
H -5.715781 1.722492 0.966338 -0.4 -0.3 -0.2
H 0.556507 -1.412794 -5.420324 0.0 -0.1 0.0
H 3.954790 -4.303190 2.457970 0.0 0.1 0.3
O -0.552199 2.702147 1.114529 0.0 1.2 -1.6
H -3.585683 3.095778 -1.790144 -0.2 0.3 0.0
H 5.339245 0.559122 0.644754 0.2 0.2 0.4
H -2.981850 -4.339807 3.401699 0.1 -0.1 0.8
H 1.333151 -3.662884 -0.295134 0.5 -1.7 -0.4
H 1.799962 1.286525 -3.394290 -0.1 0.5 -0.6
H 6.744831 0.387481 0.130405 0.4 -0.1 -0.2
H -3.398782 -2.260150 -1.574633 0.4 0.2 0.2
H 2.671247 -3.109855 -1.178636 2.1 -0.2 1.3
H -0.806425 -2.369035 -1.311615 0.3 0.2 0.5
H -3.460533 3.057873 -4.599423 -0.5 0.0 -0.6
O 4.180199 -0.851235 -3.163387 -0.5 0.4 0.8
O 1.083461 5.350457 0.971650 -0.6 0.0 0.4
H -4.103207 2.340922 -3.310086 0.8 0.0 -1.5
O -2.988182 3.203945 2.447669 -2.5 1.1 0.9
O 1.863224 -0.311894 1.557073 0.8 -1.6 -1.9
O 1.355124 3.968812 -1.763095 -0.2 1.5 -0.1
```
Positions in Å, forces in eV/Å.

LUMO level	-0.6	eV
2S+1	1
DFT total energy	-83197.3944	eV

Löwdin atomic charge list, values in e, 5 entries:
1. O -0.04
2. H 0.05
3. O -0.07
4. O -0.05
5. H -0.01